Record 1
10
Properties=species:S:1:pos:R:3:lowdin_spin:R:1 method="wB97M-V/def2-TZVPD" total_charge=+2 e_homo_ev="-21.47 / -21.53" multiplicity=2 e_above_lowest_kj_mol=850.6 e_tot_ev=-6141.9743 gap_ev="7.5 / 6.1"
C -0.50 -0.71 -0.31 0.225
C 1.12 0.46 0.31 0.046
N 0.89 1.72 0.46 -0.005
C 0.73 -0.42 -0.84 0.414
N -1.59 -0.43 0.38 0.282
H -0.77 -1.28 0.71 0.006
H 1.54 -0.08 1.17 0.017
H 0.08 2.06 -0.10 -0.001
H 1.03 -0.54 -1.87 0.011
H -2.53 -0.78 0.10 0.005

***

Record 2
11
Properties=species:S:1:pos:R:3:nbo_charge:R:1 method="wB97M-V/def2-TZVPD" total_charge=-1 e_homo_ev="-2.00 / -2.00" multiplicity=1 e_above_lowest_kj_mol=219.5 e_tot_ev=-8215.6956 gap_ev="6.8 / 6.8"
C -0.50 -1.21 -0.11 0.014
C 0.68 -0.95 0.64 -0.663
C -0.27 0.93 -0.86 -0.169
N -1.09 -0.23 -0.80 -0.587
N 0.43 1.27 0.45 0.018
O -0.24 1.73 1.42 -0.483
H -1.15 -1.96 0.21 0.157
H 0.85 -1.55 1.51 0.172
H 1.58 -0.42 0.31 0.216
H 0.62 0.74 -1.51 0.148
H -0.90 1.68 -1.25 0.178

***

Record 3
12
Properties=species:S:1:pos:R:3:nbo_charge:R:1 method="wB97M-V/def2-TZVPD" total_charge=-1 e_homo_ev=-3.33 multiplicity=1 e_above_lowest_kj_mol=11.0 e_tot_ev=-10266.4719 gap_ev=7.7
C -0.74 -0.22 1.20 -0.176
C -0.88 -1.62 1.13 -0.146
C -0.33 -0.98 -0.81 0.051
N -0.39 0.15 -0.06 0.025
N -0.64 -2.08 -0.13 -0.525
O -0.09 1.37 -0.27 -0.705
O 2.15 2.06 -1.16 -1.014
H 1.66 2.90 -1.28 0.447
H -0.87 0.39 2.09 0.202
H -1.19 -2.46 1.81 0.178
H 1.41 1.52 -0.74 0.493
H -0.08 -1.02 -1.79 0.170

***

Record 4
12
Properties=species:S:1:pos:R:3:nbo_charge:R:1 method="wB97M-V/def2-TZVPD" total_charge=+1 e_homo_ev=-14.06 multiplicity=1 e_above_lowest_kj_mol=593.9 e_tot_ev=-10253.5208 gap_ev=9.4
C -0.59 0.88 1.42 0.495
C 0.50 -1.17 -0.28 0.201
C -0.30 -0.77 -1.45 -0.202
N 0.22 1.39 0.73 0.112
N 1.09 -0.46 -1.14 -0.345
O 0.78 1.61 -0.31 -0.408
O -1.06 0.57 2.56 -0.613
H 0.63 -1.73 0.63 0.275
H -1.01 0.05 -1.38 0.227
H -0.51 -1.49 -2.24 0.233
H 1.96 -0.06 -1.47 0.484
H -1.71 1.19 2.93 0.541

***

Record 5
13
Properties=species:S:1:pos:R:3:nbo_charge:R:1 method="wB97M-V/def2-TZVPD" total_charge=+1 e_homo_ev=-16.18 multiplicity=1 e_above_lowest_kj_mol=399.7 e_tot_ev=-12302.2786 gap_ev=11.5 smiles="O=[N+]([O-])C1=[NH+]CCO1"
O -2.94 -0.71 -0.24 -0.208
N -2.54 0.34 -0.04 0.619
O -2.97 1.39 0.20 -0.209
C -0.77 0.26 -0.16 0.654
N -0.08 -0.22 0.83 -0.518
C 1.35 -0.38 0.51 -0.234
C 1.29 0.09 -0.97 -0.099
O -0.03 0.40 -1.19 -0.394
H -0.47 -0.40 1.75 0.454
H 1.64 -1.32 0.72 0.229
H 1.94 0.19 1.15 0.231
H 1.88 1.03 -0.93 0.232
H 1.70 -0.67 -1.62 0.245

***

Record 6
14
Properties=species:S:1:pos:R:3:nbo_charge:R:1 method="wB97M-V/def2-TZVPD" total_charge=-1 e_homo_ev=-4.53 multiplicity=1 e_above_lowest_kj_mol=259.9 e_tot_ev=-23147.3035 gap_ev=7.6 smiles="O=C[C@@H](CS)N=[N+]([O-])[O-]"
O 0.94 -2.36 -0.39 -0.584
C 0.11 -1.58 0.03 0.447
C 0.05 -0.13 0.05 -0.207
C 1.36 0.42 -0.58 -0.516
S 2.42 1.45 0.44 -0.078
N -1.16 0.29 -0.60 -0.444
N -2.25 0.25 0.04 0.594
O -2.30 -0.21 1.20 -0.602
O -3.24 0.71 -0.49 -0.525
H -0.70 -1.97 0.57 0.119
H 0.04 0.00 1.25 0.220
H 2.00 -0.37 -0.79 0.231
H 1.16 1.10 -1.49 0.232
H 1.56 2.42 0.75 0.113

***

Record 7
13
Properties=species:S:1:pos:R:3:lowdin_spin:R:1 method="wB97M-V/def2-TZVPD" total_charge=-1 e_homo_ev="-2.69 / -3.52" multiplicity=3 e_tot_ev=-29886.7617 gap_ev="6.1 / 6.2"
C 2.75 -0.76 0.00 0.068
C -0.66 -0.89 1.16 0.029
C -1.11 -0.11 -0.13 0.061
N -0.08 -1.09 -0.21 0.638
N 1.72 0.05 0.02 0.429
O 2.86 -1.98 -0.01 0.092
S 4.36 0.17 0.17 0.050
S 1.45 1.55 -0.48 0.574
H -0.06 -0.39 1.87 0.005
H -1.46 -1.65 1.26 0.014
H -2.06 -0.28 -0.48 0.019
H -0.88 0.97 -0.21 0.013
H 3.83 1.26 0.69 0.008

***

Record 8
11
Properties=species:S:1:pos:R:3:nbo_charge:R:1 method="wB97M-V/def2-TZVPD" e_homo_ev=-9.78 multiplicity=1 e_above_lowest_kj_mol=192.3 e_tot_ev=-7660.4624 gap_ev=10.6 smiles=Cn1ccnn1
C -1.63 -0.07 0.10 -0.412
N -0.21 -0.20 -0.21 -0.159
C 0.69 0.76 0.09 -0.125
C 1.91 0.10 0.09 -0.113
N 1.67 -1.19 -0.24 -0.242
N 0.39 -1.37 -0.43 -0.060
H -2.23 -0.49 -0.70 0.222
H -1.82 -0.59 1.04 0.220
H -1.92 0.98 0.26 0.218
H 0.24 1.63 -0.32 0.228
H 2.91 0.44 0.31 0.222

***

Repeat the eighth record exactly.
11
Properties=species:S:1:pos:R:3:nbo_charge:R:1 method="wB97M-V/def2-TZVPD" e_homo_ev=-9.78 multiplicity=1 e_above_lowest_kj_mol=192.3 e_tot_ev=-7660.4624 gap_ev=10.6 smiles=Cn1ccnn1
C -1.63 -0.07 0.10 -0.412
N -0.21 -0.20 -0.21 -0.159
C 0.69 0.76 0.09 -0.125
C 1.91 0.10 0.09 -0.113
N 1.67 -1.19 -0.24 -0.242
N 0.39 -1.37 -0.43 -0.060
H -2.23 -0.49 -0.70 0.222
H -1.82 -0.59 1.04 0.220
H -1.92 0.98 0.26 0.218
H 0.24 1.63 -0.32 0.228
H 2.91 0.44 0.31 0.222